No. 1
{
  "formula": "C3H4ClFN2",
  "method": "ωB97M-V/def2-TZVPD",
  "energy_ev": -21394.8247,
  "total_charge": 0,
  "smiles": "[H]/N=C(N)/C(Cl)=C\\F",
  "e_above_lowest_kj_mol": 40.0,
  "e_homo_ev": -9.4,
  "max_force_ha_per_bohr": 0.083,
  "orbital_gap_ev": 9.790,
  "species": ["H", "N", "C", "N", "C", "Cl", "C", "F", "H", "H", "H"],
  "coordinates": [[0.270, 2.658, -0.065], [0.779, 1.864, -0.175], [0.083, 0.789, -0.023], [-1.314, 0.751, 0.295], [0.819, -0.466, -0.022], [2.561, -0.445, 0.086], [0.344, -1.747, -0.019], [-0.958, -1.991, -0.083], [-1.817, 1.446, -0.210], [-1.672, -0.183, 0.217], [0.905, -2.677, -0.001]],
  "atomic_forces_ev_per_a": [[-2.067, 2.928, 0.315], [1.124, -4.081, -0.323], [-0.381, 2.211, 0.538], [2.271, -0.509, -0.193], [0.383, -3.340, 0.231], [-0.296, 0.356, -0.110], [0.784, 1.909, -0.156], [-1.006, -0.245, -0.045], [-0.511, 0.332, -0.231], [-0.542, 0.005, -0.083], [0.241, 0.434, 0.057]]
}

No. 2
{
  "formula": "C3H4ClFO",
  "method": "ωB97M-V/def2-TZVPD",
  "energy_ev": -20459.5871,
  "total_charge": 0,
  "e_above_lowest_kj_mol": 301.9,
  "e_homo_ev": [-11.0, -9.6],
  "max_force_ha_per_bohr": 0.064,
  "orbital_gap_ev": [8.993, 5.814],
  "species": ["C", "C", "C", "O", "F", "Cl", "H", "H", "H", "H"],
  "coordinates": [[0.497, 0.139, -0.559], [0.844, -0.802, 0.517], [-0.468, 1.228, -0.269], [0.871, 0.025, -1.753], [-0.820, 1.695, 0.881], [-2.840, -0.705, -0.089], [1.601, -1.531, 0.136], [1.538, -0.447, 1.277], [-0.128, -1.216, 0.977], [-1.095, 1.612, -1.118]],
  "atomic_forces_ev_per_a": [[0.533, 0.198, -2.214], [0.578, -1.635, 0.796], [-2.276, -0.702, -2.246], [-1.024, 0.566, 2.876], [0.733, -0.096, 0.610], [0.816, 0.533, -0.145], [-1.446, -0.191, -0.341], [-0.694, 1.048, 0.514], [1.775, 0.345, -0.633], [1.006, -0.065, 0.783]]
}

No. 3
{
  "formula": "C3H4ClFS",
  "method": "ωB97M-V/def2-TZVPD",
  "energy_ev": -29249.9832,
  "total_charge": 0,
  "smiles": "F/C=C(\\Cl)CS",
  "e_above_lowest_kj_mol": 59.3,
  "e_homo_ev": -9.4,
  "max_force_ha_per_bohr": 0.042,
  "orbital_gap_ev": 10.103,
  "species": ["F", "C", "C", "Cl", "C", "S", "H", "H", "H", "H"],
  "coordinates": [[-2.696, -0.239, -0.732], [-1.486, -0.571, -0.278], [-0.504, 0.307, -0.057], [-0.597, 2.006, -0.232], [0.807, -0.278, 0.471], [2.144, 0.141, -0.709], [-1.409, -1.610, 0.000], [0.989, 0.165, 1.515], [0.622, -1.349, 0.516], [2.130, 1.428, -0.495]],
  "atomic_forces_ev_per_a": [[-0.090, 0.129, -0.074], [0.167, 1.045, 0.239], [0.166, -1.515, 0.555], [-0.292, 0.013, -0.165], [-0.816, 1.864, 0.666], [0.163, -1.483, 0.206], [0.085, -0.135, -0.231], [0.034, -0.842, -1.506], [0.662, -0.002, 0.086], [-0.077, 0.927, 0.224]]
}

No. 4
{
  "formula": "C3H4ClIN2",
  "method": "ωB97M-V/def2-TZVPD",
  "energy_ev": -26777.1809,
  "total_charge": 0,
  "smiles": "Cl[C@H]1N=NC[C@@H]1I",
  "e_above_lowest_kj_mol": 0.0,
  "e_homo_ev": -9.4,
  "max_force_ha_per_bohr": 0.080,
  "orbital_gap_ev": 9.578,
  "species": ["Cl", "C", "N", "N", "C", "C", "I", "H", "H", "H", "H"],
  "coordinates": [[1.573, 1.966, 0.541], [0.309, 1.193, -0.412], [0.876, 0.320, -1.367], [0.796, -0.865, -1.140], [0.106, -1.233, 0.094], [-0.583, -0.009, 0.633], [-2.675, 0.086, 0.205], [-0.346, 1.950, -0.836], [0.900, -1.591, 0.759], [-0.554, -2.069, -0.142], [-0.402, 0.251, 1.665]],
  "atomic_forces_ev_per_a": [[0.077, 0.065, -0.025], [-2.280, -1.821, 2.891], [0.741, 0.856, -1.275], [0.271, -1.216, -0.572], [-0.308, 0.026, 0.664], [1.291, 2.218, -1.949], [0.346, 0.003, 0.103], [0.053, -0.133, -0.023], [-0.164, -0.030, 0.029], [0.073, 0.060, 0.086], [-0.100, -0.028, 0.071]]
}

No. 5
{
  "formula": "C3H4ClIO",
  "method": "ωB97M-V/def2-TZVPD",
  "energy_ev": -25843.1672,
  "total_charge": 0,
  "e_above_lowest_kj_mol": 250.1,
  "e_homo_ev": [-8.3, -8.4],
  "max_force_ha_per_bohr": 0.087,
  "orbital_gap_ev": [7.983, 7.987],
  "species": ["C", "C", "C", "O", "Cl", "I", "H", "H", "H", "H"],
  "coordinates": [[-0.406, -1.474, 0.847], [0.597, 0.608, -1.048], [0.223, 0.767, 0.380], [0.322, -2.207, 1.420], [-1.922, -1.920, 0.171], [-1.565, 1.607, 1.020], [1.430, -0.202, -1.204], [-0.356, 0.230, -1.414], [0.681, 1.684, -1.245], [0.996, 0.907, 1.071]],
  "atomic_forces_ev_per_a": [[2.910, 2.152, 0.518], [-0.696, -0.820, 1.041], [-1.459, -4.144, 0.855], [-0.664, 0.411, -0.369], [-0.980, -0.130, -0.454], [0.138, 0.490, -0.344], [-1.279, 2.211, 0.180], [0.253, 0.073, -1.168], [0.859, -0.366, -1.455], [0.919, 0.122, 1.197]]
}

No. 6
{
  "formula": "C3H4ClN",
  "method": "ωB97M-V/def2-TZVPD",
  "energy_ev": -17185.8543,
  "total_charge": 0,
  "e_above_lowest_kj_mol": 181.5,
  "e_homo_ev": -10.0,
  "max_force_ha_per_bohr": 0.089,
  "orbital_gap_ev": 10.947,
  "species": ["C", "C", "C", "N", "Cl", "H", "H", "H", "H"],
  "coordinates": [[-1.628, 0.374, 0.643], [3.072, 0.269, -1.115], [-0.902, -0.225, -0.290], [2.646, 0.021, -0.040], [-0.673, -1.873, -0.510], [-2.301, -0.082, 1.358], [-1.866, 1.446, 0.379], [-0.476, 0.472, -1.064], [2.128, -0.401, 0.639]],
  "atomic_forces_ev_per_a": [[-1.236, 1.301, -1.076], [-0.588, -0.263, 1.834], [0.011, 2.436, -0.659], [1.945, 1.326, -3.922], [0.342, -1.048, 0.029], [0.447, -0.271, 0.162], [0.625, -1.114, 0.854], [-0.156, -1.297, 0.693], [-1.389, -1.070, 2.086]]
}

No. 7
{
  "formula": "C3H4ClN3",
  "method": "ωB97M-V/def2-TZVPD",
  "energy_ev": -20165.7226,
  "total_charge": 0,
  "e_above_lowest_kj_mol": 273.6,
  "e_homo_ev": -8.1,
  "max_force_ha_per_bohr": 0.150,
  "orbital_gap_ev": 8.606,
  "species": ["C", "C", "C", "H", "H", "H", "H", "N", "N", "N", "Cl"],
  "coordinates": [[-0.170, -0.493, 0.583], [-0.819, -0.912, -0.504], [-0.009, 1.039, -1.198], [-1.636, -1.668, -0.669], [-1.318, 0.036, -2.519], [0.249, 2.087, -2.883], [1.483, 0.972, 0.403], [-0.850, 0.046, -1.559], [0.480, 2.008, -1.878], [0.130, 0.881, 0.218], [0.523, -1.163, 2.054]],
  "atomic_forces_ev_per_a": [[0.494, 1.645, -1.207], [-3.612, -2.459, -1.257], [-0.088, 2.038, -0.638], [1.629, 0.146, 0.640], [1.031, -0.524, 2.337], [-0.078, -0.597, 0.999], [-5.316, 0.197, -0.530], [-0.675, -0.760, -0.693], [0.122, -0.109, 0.385], [7.610, -0.106, 1.362], [-1.117, 0.529, -1.399]]
}

No. 8
{
  "formula": "C3H4ClN3",
  "method": "ωB97M-V/def2-TZVPD",
  "energy_ev": -20163.1212,
  "total_charge": 0,
  "e_above_lowest_kj_mol": 524.6,
  "e_homo_ev": -8.5,
  "max_force_ha_per_bohr": 0.083,
  "orbital_gap_ev": 8.775,
  "species": ["C", "C", "C", "N", "N", "N", "Cl", "H", "H", "H", "H"],
  "coordinates": [[-0.139, 0.346, 0.365], [0.356, -0.200, 1.401], [0.077, -0.423, -0.830], [0.738, -1.699, -0.502], [0.942, -1.758, 0.759], [1.506, -2.780, 1.312], [1.944, -4.060, 0.137], [-0.753, 1.157, 0.238], [0.219, -0.072, 2.476], [-0.915, -0.660, -1.162], [0.715, 0.207, -1.462]],
  "atomic_forces_ev_per_a": [[0.506, -0.793, -0.229], [0.879, -3.327, 2.551], [1.263, -1.567, -0.474], [-0.523, 1.447, 0.092], [-0.165, 0.931, -1.662], [-0.170, 0.619, 0.932], [-0.476, 1.238, 0.813], [-1.029, 2.207, 0.417], [0.600, -0.320, -0.451], [-0.431, 0.026, -1.268], [-0.453, -0.460, -0.721]]
}

No. 9
{
  "formula": "C3H4ClN3",
  "method": "ωB97M-V/def2-TZVPD",
  "energy_ev": -20166.6659,
  "total_charge": 0,
  "smiles": "C=C/C=N/Cl.N#N",
  "e_above_lowest_kj_mol": 182.5,
  "e_homo_ev": -9.5,
  "max_force_ha_per_bohr": 0.083,
  "orbital_gap_ev": 9.552,
  "species": ["C", "C", "C", "N", "Cl", "H", "H", "H", "H", "N", "N"],
  "coordinates": [[0.998, 0.176, -0.959], [0.450, 1.249, -0.281], [-0.813, 1.092, 0.411], [-1.220, -0.051, 0.723], [-2.628, -0.120, 1.628], [0.491, -0.715, -0.797], [1.889, -0.033, -1.558], [1.032, 2.267, -0.206], [-1.369, 1.984, 0.570], [0.710, -3.439, 0.096], [0.459, -2.410, 0.373]],
  "atomic_forces_ev_per_a": [[-0.379, 2.275, 1.192], [3.775, -0.146, -2.001], [0.314, 0.595, -0.361], [0.454, -1.002, 0.175], [-0.974, 0.079, 0.312], [-1.227, -1.165, -0.217], [0.021, 1.230, 0.369], [-1.541, -1.976, -0.318], [-0.569, 0.769, 0.561], [-0.222, 0.704, 0.185], [0.348, -1.365, 0.102]]
}

No. 10
{
  "formula": "C3H4ClN3O",
  "method": "ωB97M-V/def2-TZVPD",
  "energy_ev": -22212.6580,
  "total_charge": 0,
  "smiles": "CNc1nnoc1Cl",
  "e_above_lowest_kj_mol": 365.4,
  "e_homo_ev": -8.9,
  "max_force_ha_per_bohr": 0.085,
  "orbital_gap_ev": 9.496,
  "species": ["C", "N", "C", "N", "N", "O", "C", "Cl", "H", "H", "H", "H"],
  "coordinates": [[1.689, -0.091, 0.271], [0.680, -0.716, -0.461], [-0.648, -0.244, -0.125], [-1.700, -1.123, -0.206], [-2.755, -0.450, 0.004], [-2.568, 0.825, 0.150], [-1.218, 0.990, -0.147], [-0.419, 2.385, -0.192], [1.525, 0.208, 1.287], [2.552, -0.682, 0.216], [2.150, 0.680, -0.322], [0.713, -1.784, -0.476]],
  "atomic_forces_ev_per_a": [[2.200, 0.841, -0.564], [-3.687, -1.652, 0.213], [0.967, -1.256, -2.860], [-0.378, 0.847, 1.135], [-2.266, -3.708, -0.028], [2.687, 2.017, -1.114], [-0.160, -2.208, 1.811], [0.714, 2.966, -0.055], [-0.424, 0.154, 0.556], [1.178, -1.666, 0.635], [-0.486, 1.428, 0.021], [-0.343, 2.239, 0.249]]
}

No. 11
{
  "formula": "C3H4ClN3O",
  "method": "ωB97M-V/def2-TZVPD",
  "energy_ev": -22214.5949,
  "total_charge": 0,
  "smiles": "O=C1CN=C(NCl)N1",
  "e_above_lowest_kj_mol": 178.6,
  "e_homo_ev": -9.5,
  "max_force_ha_per_bohr": 0.069,
  "orbital_gap_ev": 9.870,
  "species": ["O", "C", "C", "N", "C", "N", "Cl", "N", "H", "H", "H", "H"],
  "coordinates": [[0.521, -1.622, 1.697], [0.225, -0.740, 0.966], [-1.179, -0.165, 0.816], [-1.041, 0.606, -0.347], [0.161, 0.639, -0.752], [0.671, 1.496, -1.725], [-0.615, 1.888, -2.784], [1.014, -0.144, -0.040], [-1.663, -1.069, 0.773], [-1.550, 0.541, 1.502], [1.368, 1.075, -2.277], [1.927, -0.372, -0.369]],
  "atomic_forces_ev_per_a": [[1.087, -1.137, 0.871], [0.179, 0.532, 0.484], [3.359, 0.835, -0.725], [-0.871, 1.622, -2.879], [-1.117, 0.254, 0.637], [-1.587, 0.165, 0.534], [0.009, 0.610, -0.651], [0.053, -0.256, 0.653], [-2.365, -1.716, -0.409], [-0.320, 0.129, 1.828], [1.141, -0.607, -0.756], [0.432, -0.430, 0.412]]
}

No. 12
{
  "formula": "C3H4ClNO2",
  "method": "ωB97M-V/def2-TZVPD",
  "energy_ev": -21279.5457,
  "total_charge": 0,
  "smiles": "CC#[N+][O-].O=CCl",
  "e_above_lowest_kj_mol": 383.7,
  "e_homo_ev": -9.6,
  "max_force_ha_per_bohr": 0.103,
  "orbital_gap_ev": 10.145,
  "species": ["C", "C", "N", "O", "H", "H", "H", "O", "C", "Cl", "H"],
  "coordinates": [[1.472, -0.585, -0.428], [0.614, 0.610, -0.337], [0.089, 1.672, -0.234], [-0.578, 2.654, -0.123], [2.465, -0.500, -0.373], [1.468, -1.158, -1.421], [0.936, -1.176, 0.358], [-0.951, -1.271, 1.242], [-1.603, -0.378, 0.804], [-2.198, -0.457, -0.832], [-1.715, 0.588, 1.344]],
  "atomic_forces_ev_per_a": [[-4.859, -1.751, -1.104], [-0.244, 3.917, -0.589], [2.379, -4.624, -0.555], [-0.682, 1.102, 0.209], [3.804, 1.130, 1.402], [-1.111, 0.924, 1.111], [1.410, -0.411, -0.652], [-0.533, -0.187, 0.363], [1.097, 0.144, 0.475], [-0.699, 0.128, -0.101], [-0.562, -0.372, -0.560]]
}